1.
{"formula": "C22H21N6O11P2SeTc", "method": "wB97M-V/def2-TZVPD", "charge": -1, "spin_multiplicity": 4, "e_homo_ev": [-3.9, -4.0], "s_squared": 3.776, "e_above_lowest_kj_mol": 500.6, "total_energy_ha": -5171.691351, "symbols": ["Tc", "O", "C", "O", "C", "C", "C", "C", "C", "C", "O", "N", "O", "O", "N", "O", "O", "H", "H", "C", "P", "C", "C", "C", "C", "C", "C", "C", "P", "C", "C", "H", "H", "H", "H", "H", "H", "H", "H", "H", "H", "H", "H", "H", "H", "H", "H", "O", "O", "N", "O", "O", "Se", "N", "C", "C", "C", "C", "N", "C", "N", "H", "H", "H"], "xyz": [[0.33976, -0.63077, 0.17653], [0.45112, 0.42237, 4.30142], [0.56660, 0.57191, 3.09881], [0.34645, -0.37050, 2.23892], [0.97494, 1.94099, 2.58795], [1.19135, 2.92847, 3.53513], [1.54822, 4.21472, 3.16876], [1.69899, 4.56687, 1.83067], [1.48601, 3.59039, 0.90785], [1.12998, 2.24524, 1.21038], [0.94901, 1.44666, 0.22295], [1.60624, 3.91447, -0.51983], [0.59489, 4.27716, -1.09104], [2.69349, 3.81904, -1.04059], [1.76469, 5.22789, 4.18348], [1.64967, 4.91064, 5.35102], [2.05089, 6.35610, 3.81444], [1.06886, 2.66423, 4.57525], [1.96883, 5.57270, 1.54395], [0.60134, -1.35296, -3.72912], [0.07635, -0.44739, -2.23814], [0.26652, 1.28269, -2.78639], [-1.77786, -0.56441, -2.34235], [-2.39419, -1.14109, -3.44697], [-3.77678, -1.17677, -3.57487], [-4.57007, -0.61237, -2.59174], [-3.96730, -0.03826, -1.48210], [-2.58827, -0.02988, -1.32557], [-1.83734, 0.70395, 0.18548], [-2.47046, 2.41955, 0.09593], [-2.82263, 0.04742, 1.56063], [0.12881, -0.91768, -4.60843], [0.36890, -2.41411, -3.68645], [1.68301, -1.24711, -3.82343], [-0.32359, 1.46071, -3.68561], [1.31557, 1.50131, -2.99474], [-0.05616, 1.94811, -1.98939], [-1.80344, -1.57286, -4.24205], [-4.22380, -1.63532, -4.44739], [-5.64892, -0.62345, -2.67813], [-4.59681, 0.38412, -0.70777], [-3.56051, 2.40666, 0.12112], [-2.12952, 2.91755, -0.81131], [-2.10021, 2.98997, 0.94972], [-3.88880, 0.21308, 1.40009], [-2.52089, 0.56469, 2.47354], [-2.61535, -1.01308, 1.66737], [-1.03818, -1.74061, 0.18578], [4.45249, -1.51048, 0.07219], [3.30530, -1.54310, 0.07792], [2.74410, -2.79814, 0.00392], [2.53435, -0.56786, 0.17427], [1.99953, -4.12442, 3.92936], [2.26904, -5.42821, 2.70592], [1.95448, -4.92629, 1.52685], [1.96469, -5.63171, 0.30139], [1.48812, -5.00636, -0.83995], [1.07397, -3.68539, -0.87470], [1.14735, -2.84454, 0.31061], [1.50338, -3.51899, 1.57457], [1.41066, -2.93427, 2.70882], [2.27497, -6.66626, 0.29625], [1.41726, -5.56815, -1.76516], [0.65094, -3.22685, -1.74600]]}

2.
{"formula": "C22H22BF2MnN4O2", "method": "wB97M-V/def2-TZVPD", "charge": -1, "spin_multiplicity": 6, "e_homo_ev": [-3.2, -3.9], "s_squared": 9.065, "e_above_lowest_kj_mol": 304.2, "total_energy_ha": -2596.697589, "symbols": ["Mn", "O", "C", "C", "C", "C", "C", "C", "C", "O", "N", "N", "C", "C", "C", "C", "C", "C", "N", "H", "H", "H", "H", "H", "H", "H", "H", "H", "H", "C", "N", "C", "C", "C", "C", "C", "C", "C", "C", "H", "H", "H", "H", "H", "H", "H", "H", "H", "H", "H", "H", "F", "B", "F"], "xyz": [[-0.20296, 0.23413, -0.80218], [-1.31627, 5.61503, 0.64865], [0.02540, 5.53732, 0.75805], [0.72977, 6.71910, 0.97252], [2.10608, 6.70427, 1.09595], [2.80631, 5.50492, 1.00832], [2.11154, 4.32937, 0.79471], [0.72134, 4.32313, 0.66466], [0.03159, 3.04868, 0.42883], [0.74173, 1.92602, 0.35026], [-1.25674, 3.02436, 0.34573], [-1.70613, 1.75873, 0.01781], [-2.48914, 1.17038, 0.83209], [-2.76762, -0.25814, 0.57472], [-3.56517, -0.95276, 1.43304], [-3.70425, -2.36567, 1.13863], [-3.04492, -2.92572, 0.11303], [-2.11524, -2.14660, -0.78388], [-2.08248, -0.71964, -0.47460], [-1.64935, 4.69539, 0.51348], [0.16686, 7.64141, 1.03640], [2.63953, 7.63231, 1.26078], [3.88407, 5.49041, 1.09991], [2.63911, 3.38842, 0.71420], [-2.90424, 1.63645, 1.72498], [-4.06691, -0.47404, 2.26079], [-4.35892, -2.97890, 1.74904], [-3.18784, -3.98084, -0.09538], [-2.42281, -2.28540, -1.82839], [2.03148, -1.67256, 0.97315], [1.21549, -2.86559, 1.09373], [1.87842, -4.02214, 0.53304], [-0.17878, -2.71527, 0.71444], [-0.59287, -2.67953, -0.78800], [-0.56432, -4.05071, -1.38361], [-0.00268, -4.30950, -2.59664], [0.65918, -3.30213, -3.32050], [0.74184, -1.98948, -2.77695], [0.17138, -1.64016, -1.59166], [2.96382, -1.81351, 1.52799], [1.51068, -0.82261, 1.42299], [2.28571, -1.40977, -0.06050], [2.83027, -4.17733, 1.04910], [2.08377, -3.92496, -0.54341], [1.26049, -4.91035, 0.67887], [-0.54450, -1.79981, 1.19293], [-0.74263, -3.53790, 1.16923], [-1.02835, -4.85766, -0.82294], [-0.03658, -5.31665, -3.00079], [1.10406, -3.52554, -4.28220], [1.27635, -1.23911, -3.35152], [2.81708, 1.16619, -0.58431], [1.54406, 1.52638, -0.96492], [1.55430, 2.59754, -1.83968]]}

3.
{"formula": "C22H22BN8O6Ta", "method": "wB97M-V/def2-TZVPD", "charge": 2, "spin_multiplicity": 1, "e_homo_ev": -15.8, "e_above_lowest_kj_mol": 80.5, "total_energy_ha": -1822.266379, "symbols": ["Ta", "C", "C", "N", "N", "C", "B", "N", "C", "C", "C", "N", "N", "C", "C", "C", "N", "H", "H", "H", "H", "H", "H", "H", "H", "H", "H", "O", "C", "O", "C", "C", "C", "C", "C", "C", "N", "O", "O", "N", "O", "O", "H", "H", "H", "C", "C", "C", "C", "C", "C", "H", "H", "H", "H", "H", "H", "H", "H", "H"], "xyz": [[0.71070, 0.50673, 0.09970], [0.66580, 2.14686, -3.93623], [0.63753, 1.08561, -3.05862], [0.86046, 1.53216, -1.80299], [1.02575, 2.88160, -1.86884], [0.90829, 3.26325, -3.13736], [1.38924, 3.72069, -0.61662], [0.25571, 3.58688, 0.43033], [-0.48890, 4.52302, 1.01386], [-1.30230, 3.92749, 1.97499], [-1.00574, 2.58302, 1.90308], [-0.04389, 2.37950, 0.97879], [2.61344, 3.04964, 0.02264], [3.78863, 3.55861, 0.39402], [4.52882, 2.56718, 1.02867], [3.71135, 1.45466, 1.01243], [2.54838, 1.75219, 0.39329], [0.52687, 2.12456, -5.00281], [0.47424, 0.03530, -3.24433], [1.00194, 4.29894, -3.42213], [1.59622, 4.85217, -0.89960], [-0.40935, 5.56133, 0.73423], [-2.01521, 4.40988, 2.62052], [-1.42187, 1.75663, 2.45747], [4.03556, 4.58710, 0.18596], [5.51785, 2.64845, 1.44427], [3.90567, 0.46823, 1.40376], [1.17280, -1.48941, -0.54867], [1.27633, -1.83915, 0.67718], [1.23299, -0.86070, 1.53250], [1.40007, -3.22062, 1.09951], [1.04659, -4.24123, 0.21653], [1.13857, -5.54755, 0.64301], [1.59827, -5.87657, 1.90680], [1.95284, -4.84189, 2.75699], [1.84933, -3.52029, 2.38714], [2.45886, -5.16272, 4.11630], [2.46173, -6.32770, 4.43127], [2.81596, -4.22000, 4.79096], [0.72555, -6.62885, -0.28804], [0.23211, -6.27354, -1.33881], [0.92468, -7.76130, 0.07690], [0.68681, -4.04148, -0.78357], [1.67739, -6.90758, 2.22524], [2.12750, -2.74765, 3.09099], [-4.75859, 0.79150, 0.05090], [-3.86556, 0.39332, -1.14143], [-4.28290, -0.97675, -1.70072], [-3.95341, 1.46694, -2.24670], [-2.49037, 0.34544, -0.68428], [-1.32592, 0.31194, -0.30287], [-5.79972, 0.77881, -0.26959], [-4.51497, 1.79558, 0.39911], [-4.64632, 0.09264, 0.87967], [-5.32226, -0.92511, -2.02275], [-4.19667, -1.75674, -0.94461], [-3.67114, -1.25086, -2.56023], [-4.97942, 1.50092, -2.61204], [-3.29742, 1.22688, -3.08405], [-3.68890, 2.45207, -1.86111]]}

4.
{"formula": "C22H22BrCl2N2O9P2W", "method": "wB97M-V/def2-TZVPD", "charge": 1, "spin_multiplicity": 3, "e_homo_ev": [-11.1, -11.3], "s_squared": 2.023, "e_above_lowest_kj_mol": 0.0, "total_energy_ha": -5882.440301, "symbols": ["W", "Cl", "C", "Cl", "H", "H", "C", "C", "C", "C", "C", "C", "N", "N", "C", "C", "C", "C", "C", "C", "H", "H", "H", "H", "H", "H", "H", "H", "H", "C", "C", "O", "P", "O", "O", "O", "P", "O", "O", "O", "H", "H", "H", "H", "H", "H", "H", "Br", "C", "C", "C", "C", "C", "C", "C", "O", "O", "H", "H", "H", "H"], "xyz": [[-0.33438, 0.24486, 0.05271], [-1.10441, -3.14997, 0.89822], [-1.14922, -4.11902, -0.59105], [-0.81081, -3.17788, -2.04101], [-2.14371, -4.54215, -0.66932], [-0.39105, -4.88583, -0.48545], [-5.58470, -1.74640, -1.16344], [-4.76913, -1.61416, -0.05098], [-3.52289, -1.01246, -0.16990], [-3.10688, -0.55329, -1.40543], [-3.91870, -0.67048, -2.52906], [-5.15699, -1.27196, -2.39938], [-1.79975, 0.04973, -1.51703], [-1.57245, 0.64151, -2.60423], [-0.31451, 1.28708, -2.64594], [0.04985, 1.93209, -3.81550], [1.28151, 2.57618, -3.83856], [2.10037, 2.57670, -2.71465], [1.71592, 1.94015, -1.53721], [0.49870, 1.27147, -1.51175], [-6.55401, -2.21657, -1.06844], [-5.09489, -1.97067, 0.91623], [-2.91419, -0.89945, 0.71594], [-3.58962, -0.31411, -3.49230], [-5.79070, -1.37474, -3.26924], [-0.61030, 1.93163, -4.67115], [1.60238, 3.09171, -4.73284], [3.04979, 3.09472, -2.75229], [2.35622, 1.97034, -0.66570], [0.12964, 3.56878, 3.70159], [-0.65743, 2.34578, 3.24967], [-1.62774, 1.90752, 4.19193], [0.37810, 0.89232, 2.96316], [1.40024, 0.67861, 4.11931], [-0.61924, -0.33747, 2.94615], [0.95806, 1.01592, 1.57492], [-1.41289, 2.66663, 1.56782], [-2.74202, 3.40959, 2.00965], [-1.80818, 1.24170, 1.00648], [-0.54019, 3.43173, 0.67162], [0.53843, 3.39185, 4.69592], [-0.53583, 4.43312, 3.74147], [0.93026, 3.80526, 3.00286], [-2.22789, 2.63585, 4.39690], [1.98432, -0.08859, 3.97460], [-1.25099, -0.34339, 3.68335], [-3.07364, 4.03349, 1.34924], [6.90788, -3.49602, 1.27764], [5.54476, -2.66791, 0.27212], [5.77699, -2.33860, -1.05670], [4.77381, -1.73456, -1.79858], [3.54296, -1.46130, -1.22256], [3.32601, -1.79064, 0.11076], [4.32639, -2.39675, 0.86677], [2.03247, -1.49750, 0.79367], [1.83749, -1.63242, 1.97859], [1.10094, -1.07031, -0.06964], [6.73695, -2.55840, -1.50213], [4.95301, -1.48214, -2.83483], [2.75506, -1.00239, -1.80359], [4.14081, -2.64879, 1.90061]]}

- charge of number 1 (C22H21N6O11P2SeTc)?
  -1

- Which formula does entry 1 have?
  C22H21N6O11P2SeTc

What did the third record say?
{"formula": "C22H22BN8O6Ta", "method": "wB97M-V/def2-TZVPD", "charge": 2, "spin_multiplicity": 1, "e_homo_ev": -15.8, "e_above_lowest_kj_mol": 80.5, "total_energy_ha": -1822.266379, "symbols": ["Ta", "C", "C", "N", "N", "C", "B", "N", "C", "C", "C", "N", "N", "C", "C", "C", "N", "H", "H", "H", "H", "H", "H", "H", "H", "H", "H", "O", "C", "O", "C", "C", "C", "C", "C", "C", "N", "O", "O", "N", "O", "O", "H", "H", "H", "C", "C", "C", "C", "C", "C", "H", "H", "H", "H", "H", "H", "H", "H", "H"], "xyz": [[0.71070, 0.50673, 0.09970], [0.66580, 2.14686, -3.93623], [0.63753, 1.08561, -3.05862], [0.86046, 1.53216, -1.80299], [1.02575, 2.88160, -1.86884], [0.90829, 3.26325, -3.13736], [1.38924, 3.72069, -0.61662], [0.25571, 3.58688, 0.43033], [-0.48890, 4.52302, 1.01386], [-1.30230, 3.92749, 1.97499], [-1.00574, 2.58302, 1.90308], [-0.04389, 2.37950, 0.97879], [2.61344, 3.04964, 0.02264], [3.78863, 3.55861, 0.39402], [4.52882, 2.56718, 1.02867], [3.71135, 1.45466, 1.01243], [2.54838, 1.75219, 0.39329], [0.52687, 2.12456, -5.00281], [0.47424, 0.03530, -3.24433], [1.00194, 4.29894, -3.42213], [1.59622, 4.85217, -0.89960], [-0.40935, 5.56133, 0.73423], [-2.01521, 4.40988, 2.62052], [-1.42187, 1.75663, 2.45747], [4.03556, 4.58710, 0.18596], [5.51785, 2.64845, 1.44427], [3.90567, 0.46823, 1.40376], [1.17280, -1.48941, -0.54867], [1.27633, -1.83915, 0.67718], [1.23299, -0.86070, 1.53250], [1.40007, -3.22062, 1.09951], [1.04659, -4.24123, 0.21653], [1.13857, -5.54755, 0.64301], [1.59827, -5.87657, 1.90680], [1.95284, -4.84189, 2.75699], [1.84933, -3.52029, 2.38714], [2.45886, -5.16272, 4.11630], [2.46173, -6.32770, 4.43127], [2.81596, -4.22000, 4.79096], [0.72555, -6.62885, -0.28804], [0.23211, -6.27354, -1.33881], [0.92468, -7.76130, 0.07690], [0.68681, -4.04148, -0.78357], [1.67739, -6.90758, 2.22524], [2.12750, -2.74765, 3.09099], [-4.75859, 0.79150, 0.05090], [-3.86556, 0.39332, -1.14143], [-4.28290, -0.97675, -1.70072], [-3.95341, 1.46694, -2.24670], [-2.49037, 0.34544, -0.68428], [-1.32592, 0.31194, -0.30287], [-5.79972, 0.77881, -0.26959], [-4.51497, 1.79558, 0.39911], [-4.64632, 0.09264, 0.87967], [-5.32226, -0.92511, -2.02275], [-4.19667, -1.75674, -0.94461], [-3.67114, -1.25086, -2.56023], [-4.97942, 1.50092, -2.61204], [-3.29742, 1.22688, -3.08405], [-3.68890, 2.45207, -1.86111]]}

- The highest charge belongs to which entry?
  C22H22BN8O6Ta